Entry 1:
Formula: C12H39NO9
Source: OMol25
Level of theory: ωB97M-V with the def2-TZVPD basis set

The geometry in ORCA input format:
```
! RIJCOSX wB97M-V def2-TZVPD def2/J DEFGRID3
* xyz 0 1
C -9.51 -4.66 -14.37
O -8.73 -3.51 -14.61
C -7.65 -3.36 -13.72
C -6.45 -4.28 -14.01
C -5.23 -3.95 -13.17
N -6.14 -4.26 -15.45
H -10.32 -4.67 -15.09
H -10.06 -4.55 -13.42
H -8.95 -5.59 -14.36
H -7.33 -2.31 -13.71
H -8.02 -3.50 -12.69
H -6.71 -5.31 -13.74
H -4.88 -2.92 -13.31
H -4.40 -4.64 -13.30
H -5.46 -4.02 -12.10
H -7.04 -4.13 -15.90
H -5.71 -3.35 -15.60
O -8.46 3.65 -8.19
C -8.66 2.28 -8.54
C -8.25 1.96 -9.99
O -9.25 2.51 -10.85
H -8.59 3.67 -7.24
H -8.12 1.60 -7.86
H -9.70 1.99 -8.39
H -8.24 0.88 -10.09
H -7.28 2.39 -10.23
H -9.00 3.43 -11.02
O -7.88 2.85 -15.65
C -9.30 2.76 -15.78
C -10.04 3.94 -15.23
O -9.84 5.11 -16.00
H -7.71 3.77 -15.91
H -9.56 2.65 -16.84
H -9.60 1.89 -15.20
H -9.65 4.21 -14.24
H -11.08 3.61 -15.14
H -10.41 5.78 -15.62
C -13.62 -1.28 -10.10
O -12.99 -1.56 -11.35
H -14.56 -0.77 -10.32
H -13.92 -2.19 -9.59
H -12.94 -0.67 -9.50
H -12.16 -1.09 -11.36
C -9.99 -0.44 -12.56
O -10.54 0.02 -11.32
H -10.68 -1.20 -12.94
H -9.97 0.37 -13.29
H -9.02 -0.90 -12.40
H -10.07 0.82 -11.07
C -10.13 -1.18 -7.89
O -8.73 -0.99 -7.68
H -10.44 -2.09 -7.37
H -10.74 -0.38 -7.46
H -10.35 -1.22 -8.95
H -8.45 -1.31 -6.82
C -12.87 1.22 -13.61
O -13.72 2.09 -14.35
H -13.22 1.20 -12.57
H -12.84 0.22 -14.04
H -11.88 1.67 -13.56
H -14.59 1.70 -14.43
*
```

Output
- total energy (a.u.) = -1212.3752
- SMILES string = COC[C@H](C)N.OCCO.OCCO.CO.CO.CO.CO
- energy relative to the best compared isomer or geometry (same formula, charge and spin) (eV) = 0.000
- strongest force on any atom (eV Å⁻¹) = 1.67

Taken from the natural (NBO) analysis, the atomic charges in e are:
1. C -0.2605
2. O -0.5426
3. C -0.0816
4. C -0.0868
5. C -0.6160
6. N -0.8137
7. H 0.1973
8. H 0.1697
9. H 0.1733
10. H 0.1819
11. H 0.1651
12. H 0.1779
13. H 0.1999
14. H 0.2262
15. H 0.2108
16. H 0.3613
17. H 0.3385
18. O -0.7231
19. C -0.0953
20. C -0.0991
21. O -0.7535
22. H 0.4711
23. H 0.1775
24. H 0.1633
25. H 0.1937
26. H 0.1844
27. H 0.4908
28. O -0.7149
29. C -0.0876
30. C -0.1015
31. O -0.7318
32. H 0.4676
33. H 0.1732
34. H 0.1798
35. H 0.1600
36. H 0.1818
37. H 0.4736
38. C -0.2473
39. O -0.7537
40. H 0.1646
41. H 0.1668
42. H 0.1691
43. H 0.4914
44. C -0.2545
45. O -0.7804
46. H 0.1867
47. H 0.1731
48. H 0.1709
49. H 0.5034
50. C -0.2544
51. O -0.7400
52. H 0.1672
53. H 0.1553
54. H 0.2005
55. H 0.4712
56. C -0.2476
57. O -0.7338
58. H 0.1730
59. H 0.1721
60. H 0.1701
61. H 0.4653

Entry 2:
Formula: C12H3BCl44NO
Source: OMol25
Level of theory: ωB97M-V with the def2-TZVPD basis set

The geometry in ORCA input format:
```
! RIJCOSX wB97M-V def2-TZVPD def2/J DEFGRID3
* xyz -1 1
B -2.96 0.49 5.41
N -4.22 -0.47 5.43
C -5.30 0.07 5.38
O -6.36 0.61 5.34
H -2.52 0.70 4.33
H -2.07 -0.07 6.03
H -3.14 1.56 5.96
C -3.12 0.45 0.62
Cl -3.65 0.28 2.28
Cl -4.32 -0.27 -0.48
Cl -2.91 2.17 0.24
Cl -1.56 -0.37 0.41
C -3.98 5.88 1.90
Cl -4.13 4.67 3.17
Cl -3.36 7.40 2.58
Cl -2.86 5.31 0.66
Cl -5.57 6.17 1.16
C -1.40 0.96 9.81
Cl -1.79 -0.04 11.23
Cl -2.47 0.57 8.48
Cl -1.57 2.67 10.25
Cl 0.28 0.65 9.33
C 1.17 0.94 3.66
Cl 0.08 0.53 4.98
Cl 0.38 2.10 2.59
Cl 2.67 1.65 4.30
Cl 1.57 -0.53 2.74
C 0.21 -4.25 0.01
Cl 0.09 -5.46 1.29
Cl 0.84 -2.74 0.67
Cl 1.31 -4.84 -1.25
Cl -1.38 -3.97 -0.70
C 4.09 -7.59 -2.69
Cl 2.83 -8.32 -1.68
Cl 3.45 -6.13 -3.46
Cl 5.48 -7.16 -1.68
Cl 4.59 -8.74 -3.93
C 1.68 -1.43 -3.71
Cl 1.33 -1.10 -2.01
Cl 2.50 -3.00 -3.83
Cl 0.17 -1.48 -4.62
Cl 2.72 -0.16 -4.37
C 0.64 7.33 -1.28
Cl 1.60 5.90 -0.92
Cl -0.78 7.36 -0.22
Cl 1.61 8.78 -1.03
Cl 0.10 7.26 -2.97
C 1.05 1.30 -7.89
Cl 2.75 1.75 -7.90
Cl 0.25 2.03 -6.50
Cl 0.28 1.86 -9.38
Cl 0.91 -0.46 -7.78
C -3.92 3.44 -3.88
Cl -4.12 2.23 -2.61
Cl -3.26 4.93 -3.17
Cl -2.80 2.83 -5.11
Cl -5.48 3.79 -4.63
C 8.86 -7.59 -4.13
Cl 8.48 -9.32 -4.10
Cl 7.55 -6.71 -4.92
Cl 9.06 -7.00 -2.48
Cl 10.37 -7.34 -5.03
*
```

Output
- total energy (a.u.) = -20862.2776
- strongest force on any atom (eV Å⁻¹) = 1.11

Taken from the natural (NBO) analysis, the atomic charges in e are:
1. B -0.2326
2. N -0.6997
3. C 0.8221
4. O -0.6152
5. H -0.0712
6. H -0.0853
7. H -0.0790
8. C -0.2226
9. Cl 0.1363
10. Cl 0.0140
11. Cl 0.0309
12. Cl 0.0343
13. C -0.2260
14. Cl 0.0994
15. Cl 0.0384
16. Cl 0.0530
17. Cl 0.0464
18. C -0.2255
19. Cl 0.0165
20. Cl 0.1374
21. Cl 0.0269
22. Cl 0.0349
23. C -0.2224
24. Cl 0.1323
25. Cl 0.0425
26. Cl 0.0171
27. Cl 0.0139
28. C -0.2212
29. Cl 0.0554
30. Cl 0.0607
31. Cl 0.0412
32. Cl 0.0619
33. C -0.2235
34. Cl 0.0653
35. Cl 0.0508
36. Cl 0.0595
37. Cl 0.0524
38. C -0.2212
39. Cl 0.0747
40. Cl 0.0389
41. Cl 0.0560
42. Cl 0.0477
43. C -0.2267
44. Cl 0.0618
45. Cl 0.0691
46. Cl 0.0436
47. Cl 0.0474
48. C -0.2251
49. Cl 0.0511
50. Cl 0.0629
51. Cl 0.0505
52. Cl 0.0608
53. C -0.2240
54. Cl 0.0823
55. Cl 0.0488
56. Cl 0.0387
57. Cl 0.0423
58. C -0.2254
59. Cl 0.0540
60. Cl 0.0620
61. Cl 0.0577
62. Cl 0.0526

Entry 3:
Formula: C12H40B3N6O6P3S
Source: OMol25
Level of theory: ωB97M-V with the def2-TZVPD basis set

The geometry in ORCA input format:
```
! RIJCOSX wB97M-V def2-TZVPD def2/J DEFGRID3
* xyz 0 1
O -1.06 0.08 -0.62
B -1.39 1.30 -1.11
O -0.99 2.49 -0.54
B -2.12 3.25 -0.25
O -3.03 3.41 -1.29
B -3.32 2.15 -1.76
P -5.11 1.44 -1.60
S -5.57 1.66 0.29
O -2.26 1.41 -2.23
H -1.82 -0.49 -0.77
H -2.34 3.68 0.83
H -5.01 0.07 -1.90
H -6.01 2.01 -2.52
O -0.52 -3.13 -2.87
P 0.63 -2.59 -3.64
N 0.93 -3.78 -4.85
C 1.40 -5.10 -4.48
C -0.20 -3.86 -5.77
N 1.84 -2.52 -2.42
C 3.05 -3.32 -2.43
C 1.33 -2.38 -1.07
N 1.31 -1.26 -4.54
C 0.39 -0.13 -4.73
C 2.12 -1.46 -5.73
H 1.52 -5.70 -5.38
H 0.72 -5.63 -3.80
H 2.39 -5.05 -4.02
H -0.42 -2.88 -6.19
H -1.11 -4.23 -5.27
H 0.04 -4.52 -6.60
H 2.87 -4.37 -2.18
H 3.75 -2.92 -1.69
H 3.57 -3.27 -3.39
H 1.01 -3.34 -0.64
H 0.47 -1.72 -1.07
H 2.09 -1.94 -0.42
H -0.39 -0.34 -5.48
H 0.93 0.76 -5.04
H -0.12 0.11 -3.79
H 1.53 -1.71 -6.62
H 2.86 -2.24 -5.59
H 2.65 -0.52 -5.92
O -1.44 3.22 3.72
P -0.37 2.22 3.99
N -0.65 1.72 5.60
C -0.47 2.65 6.70
C -1.93 1.02 5.71
N 1.04 3.19 3.78
C 1.96 3.50 4.85
C 0.88 4.33 2.90
N 0.43 0.76 3.48
C -0.19 0.12 2.32
C 0.90 -0.24 4.43
H -0.70 2.15 7.64
H -1.12 3.54 6.62
H 0.56 2.97 6.78
H -1.97 0.19 5.00
H -2.78 1.68 5.50
H -2.04 0.60 6.71
H 1.56 4.23 5.56
H 2.88 3.92 4.43
H 2.26 2.60 5.40
H 0.42 5.19 3.40
H 0.25 4.08 2.05
H 1.85 4.63 2.51
H -1.14 -0.39 2.58
H 0.47 -0.62 1.87
H -0.42 0.87 1.56
H 0.10 -0.87 4.84
H 1.43 0.22 5.26
H 1.61 -0.88 3.90
*
```

Output
- total energy (a.u.) = -2758.2411
- strongest force on any atom (eV Å⁻¹) = 4.70

Taken from the Mulliken analysis, the atomic charges in e are:
1. O -0.3134
2. B 0.2758
3. O -0.1365
4. B 0.3945
5. O -0.2981
6. B 0.1774
7. P -0.0042
8. S -0.3703
9. O -0.1819
10. H 0.2550
11. H -0.0576
12. H 0.0555
13. H 0.0792
14. O -0.9016
15. P 0.4615
16. N 0.2378
17. C -0.9555
18. C -1.1328
19. N 0.3459
20. C -1.1025
21. C -0.7350
22. N 0.2022
23. C -0.6791
24. C -0.9022
25. H 0.3772
26. H 0.2799
27. H 0.2668
28. H 0.2788
29. H 0.3217
30. H 0.3878
31. H 0.4040
32. H 0.3453
33. H 0.2494
34. H 0.3143
35. H -0.0816
36. H 0.4679
37. H 0.2993
38. H 0.3932
39. H 0.0101
40. H 0.3065
41. H 0.2354
42. H 0.3829
43. O -0.9386
44. P 0.5076
45. N 0.2589
46. C -0.9486
47. C -1.1413
48. N 0.2848
49. C -1.1080
50. C -0.8189
51. N 0.2642
52. C -0.6434
53. C -0.9109
54. H 0.3794
55. H 0.2791
56. H 0.2650
57. H 0.2613
58. H 0.3354
59. H 0.3880
60. H 0.3732
61. H 0.3551
62. H 0.2505
63. H 0.2856
64. H 0.1178
65. H 0.3793
66. H 0.2890
67. H 0.3039
68. H 0.0581
69. H 0.3169
70. H 0.2430
71. H 0.3603

Entry 4:
Formula: C12H40F6N12O8P
Source: OMol25
Level of theory: ωB97M-V with the def2-TZVPD basis set

The geometry in ORCA input format:
```
! RIJCOSX wB97M-V def2-TZVPD def2/J DEFGRID3
* xyz -1 1
P -6.87 25.77 -8.58
F -6.45 27.06 -7.67
F -6.39 24.80 -7.41
F -8.25 25.85 -7.84
F -7.31 24.49 -9.50
F -7.48 26.78 -9.66
F -5.42 25.81 -9.35
C -12.04 27.88 -13.13
O -12.98 28.11 -13.86
N -11.56 28.83 -12.42
N -11.51 26.75 -12.88
H -11.92 29.77 -12.50
H -10.76 28.62 -11.84
H -11.79 25.97 -13.46
H -10.90 26.73 -12.08
C -6.83 25.73 -1.28
O -6.57 25.98 -0.11
N -7.40 26.60 -2.07
N -6.55 24.71 -1.97
H -7.50 27.55 -1.76
H -7.42 26.42 -3.07
H -6.99 24.52 -2.86
H -5.99 23.96 -1.59
C -8.39 32.74 -4.34
O -7.89 32.08 -3.42
N -9.07 33.85 -4.23
N -8.30 32.46 -5.54
H -9.34 34.17 -3.31
H -9.21 34.43 -5.04
H -7.69 31.69 -5.78
H -8.74 33.12 -6.16
C -3.72 26.30 -16.77
O -3.50 27.48 -16.68
N -3.86 25.49 -15.84
N -3.87 25.70 -17.90
H -3.73 25.84 -14.90
H -4.29 24.60 -16.01
H -3.85 26.22 -18.77
H -4.22 24.76 -17.99
C -1.04 29.89 -10.56
O -0.03 30.44 -11.06
N -2.03 29.51 -11.18
N -1.12 29.58 -9.32
H -2.54 28.77 -10.71
H -1.92 29.40 -12.18
H -2.05 29.36 -9.00
H -0.39 29.88 -8.70
C -0.42 22.87 -7.76
O 0.59 22.28 -7.38
N -0.49 24.12 -8.16
N -1.63 22.47 -7.69
H -1.31 24.34 -8.70
H 0.44 24.48 -8.31
H -1.91 21.50 -7.75
H -2.36 23.16 -7.56
C -9.21 16.44 -7.17
C -9.37 17.94 -7.04
C -9.78 18.46 -5.61
O -8.31 18.75 -7.51
H -8.37 15.94 -6.71
H -9.11 16.16 -8.22
H -10.10 15.98 -6.72
H -10.17 18.24 -7.71
H -9.60 19.53 -5.51
H -9.19 17.92 -4.87
H -10.84 18.29 -5.43
H -8.61 19.66 -7.58
C -17.53 23.29 -9.91
C -16.12 23.65 -10.20
C -15.20 23.83 -8.91
O -15.43 22.67 -11.01
H -17.93 24.00 -9.19
H -17.69 22.33 -9.41
H -18.18 23.38 -10.79
H -16.06 24.59 -10.76
H -14.27 24.37 -9.08
H -14.88 22.88 -8.47
H -15.63 24.43 -8.12
H -15.71 22.86 -11.91
*
```

Output
- total energy (a.u.) = -2681.1101
- energy relative to the best compared isomer or geometry (same formula, charge and spin) (eV) = 5.885
- strongest force on any atom (eV Å⁻¹) = 9.13

Taken from the Mulliken analysis, the atomic charges in e are:
1. P 1.1671
2. F -0.3713
3. F -0.3495
4. F -0.3488
5. F -0.3663
6. F -0.3660
7. F -0.3707
8. C 0.7157
9. O -0.6998
10. N -0.3772
11. N -0.3701
12. H 0.2031
13. H 0.1413
14. H 0.2112
15. H 0.1776
16. C 0.6503
17. O -0.6761
18. N -0.3999
19. N -0.3581
20. H 0.2135
21. H 0.1795
22. H 0.1872
23. H 0.2048
24. C 0.6737
25. O -0.6890
26. N -0.4050
27. N -0.3234
28. H 0.2061
29. H 0.1509
30. H 0.2334
31. H 0.1533
32. C 0.6451
33. O -0.6578
34. N -0.3436
35. N -0.3940
36. H 0.2236
37. H 0.1670
38. H 0.2106
39. H 0.1491
40. C 0.6410
41. O -0.7098
42. N -0.3966
43. N -0.4060
44. H 0.2045
45. H 0.2511
46. H 0.1948
47. H 0.2227
48. C 0.6526
49. O -0.6547
50. N -0.4520
51. N -0.3813
52. H 0.2167
53. H 0.2267
54. H 0.1820
55. H 0.2114
56. C -1.2545
57. C 0.5223
58. C -1.1677
59. O -0.5704
60. H 0.3592
61. H 0.3155
62. H 0.3223
63. H 0.1810
64. H 0.3881
65. H 0.2702
66. H 0.3156
67. H 0.3187
68. C -1.1799
69. C 0.5503
70. C -1.3194
71. O -0.5625
72. H 0.3217
73. H 0.2999
74. H 0.3308
75. H 0.2236
76. H 0.3263
77. H 0.3355
78. H 0.3551
79. H 0.3176